## a
# C6H8N4

C6H8N4 in the gas phase (ωB97M-V/def2-TZVPD, OMol25).

Geometry as ORCA input:
```
! wB97M-V def2-TZVPD RIJCOSX def2/J DEFGRID3
* xyz 0 1
C 3.57 -0.65 -0.03
C 0.03 0.38 0.00
C 2.40 -0.07 0.01
C 1.35 0.78 0.04
C 0.38 -1.97 0.06
C 1.63 2.27 0.07
N 4.61 -1.22 -0.06
N -0.44 -0.92 0.00
N -0.18 -3.16 0.07
N -1.86 -1.10 -0.06
H -0.74 1.14 -0.01
H 2.59 2.46 0.53
H 1.66 2.66 -0.95
H 0.86 2.79 0.62
H -1.19 -3.29 0.07
H 0.40 -3.98 0.15
H -2.32 -0.46 0.58
H -2.20 -0.91 -1.00
*
```

HOMO (spin up / spin down) in eV: -7.4 / -7.2
Gap between HOMO and LUMO (spin up / spin down) in eV: 6.36 / 7.00

## b
# C6H8N4

C6H8N4 in the gas phase (ωB97M-V/def2-TZVPD, OMol25).

Geometry as ORCA input:
```
! wB97M-V def2-TZVPD RIJCOSX def2/J DEFGRID3
* xyz 0 1
N -2.13 -1.43 0.65
N -1.66 -0.57 -0.33
N -2.12 0.79 -0.29
C -0.99 1.68 -0.03
C 0.18 0.92 0.05
C 1.57 1.28 0.12
C 2.51 0.36 0.03
C 2.17 -0.98 -0.20
C 0.87 -1.34 -0.20
N -0.09 -0.42 -0.12
H -2.64 -2.12 0.25
H -2.72 -0.92 1.29
H -2.46 1.12 -1.15
H -1.30 2.76 0.28
H 1.84 2.37 0.15
H 3.55 0.59 0.27
H 2.87 -1.73 -0.39
H 0.55 -2.35 -0.36
*
```

SMILES: NN1NC=C2C=CC=CN21
HOMO in eV: -6.3
Gap between HOMO and LUMO in eV: 7.38

Most stable to least stable, the ends of the list are b and a.

## a
# C3H12O3

3 unconnected molecules or ions with the total composition C3H12O3 (ωB97M-V/def2-TZVPD, OMol25).

Geometry as ORCA input:
```
! wB97M-V def2-TZVPD RIJCOSX def2/J DEFGRID3
* xyz 0 1
C 0.42 -0.98 -0.48
C 0.51 0.42 0.01
C -0.65 0.81 0.93
O 0.55 1.37 -1.06
H 1.40 -1.29 -0.92
H -0.34 -1.18 -1.27
H 0.26 -1.75 0.24
H 1.44 0.54 0.60
H -0.32 0.89 1.96
H -1.56 0.17 1.02
H -0.95 1.83 0.67
H 1.09 1.06 -1.78
O 0.53 -1.33 2.88
H 0.61 -1.99 2.19
H 0.71 -1.78 3.71
O -1.34 0.70 -3.01
H -1.58 1.53 -3.43
H -0.78 0.99 -2.26
*
```

SMILES: CC(C)O.O.O
HOMO in eV: -10.6
Gap between HOMO and LUMO in eV: 11.19

## b
# C3H12O3

4 unconnected molecules or ions with the total composition C3H12O3 (ωB97M-V/def2-TZVPD, OMol25).

Geometry as ORCA input:
```
! wB97M-V def2-TZVPD RIJCOSX def2/J DEFGRID3
* xyz 0 1
C 2.16 -1.94 -1.68
C 2.29 -2.86 -0.61
C 2.37 -2.50 0.93
H 2.26 -2.36 -2.61
H 1.98 -0.91 -1.67
H 2.24 -3.84 -0.94
H 3.32 -2.54 1.47
H 1.72 -3.14 1.31
H 1.86 -1.51 1.08
O -2.81 2.38 -1.03
H -2.39 3.06 -0.58
H -3.74 2.79 -0.82
O 0.02 0.71 -0.94
H -0.93 0.97 -0.97
H 0.40 1.35 -0.38
O -3.62 3.63 2.11
H -2.87 3.37 2.58
H -4.24 3.35 2.76
*
```

SMILES: C=CC.O.O.O
HOMO in eV: -8.8
Gap between HOMO and LUMO in eV: 9.20

Most stable to least stable, the ends of the list are a and b.

## a
# C5H14NS

A gas-phase ion, C5H14NS (charge +1) (ωB97M-V/def2-TZVPD, OMol25).

Geometry as ORCA input:
```
! wB97M-V def2-TZVPD RIJCOSX def2/J DEFGRID3
* xyz 1 1
C -0.24 -1.98 -0.27
N -0.31 -0.68 0.49
C -1.65 -0.10 0.28
C 0.82 0.39 0.17
C 0.80 1.36 1.35
C 0.53 0.90 -1.29
S 2.47 -0.46 0.20
H 0.72 -2.45 0.14
H -1.07 -2.61 -0.14
H -0.09 -1.85 -1.31
H -0.30 -0.80 1.53
H -1.57 0.98 0.53
H -2.11 -0.44 -0.67
H -2.44 -0.46 0.99
H 1.29 0.84 2.17
H -0.11 1.82 1.66
H 1.39 2.14 1.00
H 0.34 -0.06 -1.89
H 1.45 1.51 -1.69
H -0.41 1.52 -1.43
H 2.14 -1.11 -1.01
*
```

SMILES: C[NH+](C)C(C)(C)S
HOMO in eV: -13.8
Gap between HOMO and LUMO in eV: 10.83

## b
# C5H14NS

A gas-phase ion, C5H14NS (charge +1) (ωB97M-V/def2-TZVPD, OMol25).

Geometry as ORCA input:
```
! wB97M-V def2-TZVPD RIJCOSX def2/J DEFGRID3
* xyz 1 1
C -0.94 -0.79 -0.86
N -0.52 0.24 0.08
C -1.72 0.63 0.76
C 0.03 1.42 -0.59
C 0.48 -0.30 1.08
C 1.88 -0.93 0.44
S 2.99 0.37 -0.28
H -0.12 -1.10 -1.61
H -1.09 -1.91 -0.52
H -1.82 -0.27 -1.19
H -1.34 1.28 1.57
H -2.27 1.22 -0.03
H -2.28 -0.29 1.11
H -0.03 2.27 0.14
H 1.00 1.16 -1.06
H -0.62 1.92 -1.42
H 0.90 0.42 1.82
H 0.03 -1.10 1.71
H 2.43 -1.39 1.31
H 1.70 -1.64 -0.24
H 3.57 -0.33 -1.24
*
```

SMILES: C[N+](C)(C)CCS
HOMO in eV: -12.9
Gap between HOMO and LUMO in eV: 10.14

Most stable to least stable, the ends of the list are a and b.

## a
# C5H14NS

2 unconnected molecules or ions with the total composition C5H14NS (ωB97M-V/def2-TZVPD, OMol25).

Geometry as ORCA input:
```
! wB97M-V def2-TZVPD RIJCOSX def2/J DEFGRID3
* xyz 1 1
C -0.43 2.25 -1.43
C 1.89 2.11 -1.60
C -1.81 -0.99 0.02
C -0.66 -1.77 2.54
C 1.00 -1.12 0.33
N 0.61 1.70 -0.97
S -0.47 -0.54 1.19
H -0.47 2.80 -2.32
H -1.38 2.06 -0.91
H 1.67 2.92 -2.17
H 2.45 2.28 -0.71
H 2.26 1.31 -2.22
H -2.71 -0.76 0.48
H -1.51 -2.06 -0.39
H -1.86 -0.36 -0.83
H 0.01 -1.92 3.43
H -0.89 -2.73 2.06
H -1.64 -1.53 3.08
H 1.14 -2.16 0.58
H 1.87 -0.57 0.60
H 0.93 -0.91 -0.76
*
```

HOMO in eV: -13.3
Gap between HOMO and LUMO in eV: 10.54

## b
# C5H14NS

A gas-phase ion, C5H14NS (charge +1) (ωB97M-V/def2-TZVPD, OMol25).

Geometry as ORCA input:
```
! wB97M-V def2-TZVPD RIJCOSX def2/J DEFGRID3
* xyz 1 1
C 2.69 0.07 0.91
S 2.00 0.41 -0.78
C 0.52 -0.67 -0.67
N -0.63 0.04 -0.26
C -0.57 0.38 1.16
C -0.97 1.15 -1.23
C -1.79 -0.97 -0.33
H 3.72 -0.31 0.88
H 2.03 -0.65 1.38
H 2.68 0.80 1.62
H 0.39 -1.14 -1.65
H 0.70 -1.46 0.13
H -0.92 -0.41 1.79
H 0.55 0.60 1.20
H -1.24 1.27 1.27
H -0.28 1.98 -1.10
H -0.90 0.83 -2.29
H -2.00 1.51 -1.04
H -1.95 -0.96 -1.38
H -1.41 -1.90 0.10
H -2.63 -0.56 0.28
*
```

SMILES: CSC[N+](C)(C)C
HOMO in eV: -13.3
Gap between HOMO and LUMO in eV: 10.57

Most stable to least stable, the ends of the list are b and a.

## a
# C4H5N3

2 unconnected molecules or ions with the total composition C4H5N3 (ωB97M-V/def2-TZVPD, OMol25).

Geometry as ORCA input:
```
! wB97M-V def2-TZVPD RIJCOSX def2/J DEFGRID3
* xyz 0 1
C 0.93 1.26 0.04
N -0.13 0.33 -0.26
C -0.85 -0.19 0.65
C -0.18 -2.88 -2.35
N -0.21 -1.72 -2.19
C -0.76 0.11 2.08
N -0.72 0.33 3.21
H 0.96 1.64 1.07
H 0.88 2.11 -0.66
H 1.87 0.74 -0.18
H -0.21 -0.79 -1.78
H -1.59 -0.94 0.38
*
```

HOMO in eV: -11.2
Gap between HOMO and LUMO in eV: 10.65

## b
# C4H5N3

C4H5N3 in the gas phase (ωB97M-V/def2-TZVPD, OMol25).

Geometry as ORCA input:
```
! wB97M-V def2-TZVPD RIJCOSX def2/J DEFGRID3
* xyz 0 1
N -0.32 -2.25 -0.02
C -0.07 -0.93 -0.15
N -1.03 -0.17 -0.70
C -0.91 1.13 -0.49
C 0.14 1.68 0.24
C 1.19 0.81 0.50
N 1.12 -0.50 0.30
H 0.42 -2.85 0.31
H -1.15 -2.64 -0.44
H -1.68 1.76 -0.95
H 0.16 2.69 0.61
H 2.14 1.19 0.87
*
```

SMILES: Nc1ncccn1
HOMO in eV: -8.7
Gap between HOMO and LUMO in eV: 9.81

Most stable to least stable, the ends of the list are b and a.

## a
# C4H5N3

C4H5N3 in the gas phase (ωB97M-V/def2-TZVPD, OMol25).

Geometry as ORCA input:
```
! wB97M-V def2-TZVPD RIJCOSX def2/J DEFGRID3
* xyz 0 1
H -1.49 0.53 1.75
N -0.50 0.27 1.68
C -0.05 0.41 0.48
C -0.87 0.92 -0.67
C 1.37 0.04 0.19
N 1.77 -1.14 -0.17
C 0.85 -2.10 -0.29
N 0.04 -2.91 -0.42
H -1.79 1.38 -0.30
H -0.30 1.66 -1.23
H -1.13 0.09 -1.33
H 2.09 0.86 0.31
*
```

SMILES: [H]/N=C(C)/C=N\C#N
HOMO in eV: -10.5
Gap between HOMO and LUMO in eV: 10.18

## b
# C4H5N3

C4H5N3 in the gas phase (ωB97M-V/def2-TZVPD, OMol25).

Geometry as ORCA input:
```
! wB97M-V def2-TZVPD RIJCOSX def2/J DEFGRID3
* xyz 0 1
C -0.72 0.22 2.38
N -1.21 0.34 1.20
N -0.21 0.08 0.11
C 0.67 -0.98 -0.02
C 1.15 -0.74 -1.26
N 0.61 0.32 -1.90
C -0.26 0.82 -1.02
H 0.36 0.25 2.48
H -1.36 0.12 3.27
H 0.80 -1.76 0.71
H 1.87 -1.35 -1.81
H -0.98 1.62 -0.96
*
```

SMILES: C=Nn1ccnc1
HOMO in eV: -9.0
Gap between HOMO and LUMO in eV: 9.37

Most stable to least stable, the ends of the list are a and b.